Molecular formula: C5H4N2
Method: DFT, wB97M-V/def2-TZVPD

XYZ file:
```
11
C5H4N2 wB97M-V/def2-TZVPD
C 3.18 0.57 0.45
C 1.93 0.45 0.50
C 0.60 0.26 0.31
C -0.05 -0.90 -0.38
C -1.50 -0.55 -0.25
N -1.67 0.65 0.19
N -0.40 1.14 0.47
H 0.31 -0.64 -1.38
H 0.27 -1.92 -0.15
H -2.36 -1.17 -0.48
H -0.30 2.11 0.72
```

Computed properties:
HOMO	-9.36	eV
Kohn-Sham gap	0.322	Eh
E_tot	-8224.9681	eV
largest force on an atom	0.016	hartree/bohr